Entry 1:
19
Properties=species:S:1:pos:R:3:mulliken_charge:R:1 method="wB97M-V/def2-TZVPD" smiles=CCC.CC homo_energy_ev=-11.2941 gap_ev=12.398 lumo_ev=1.104
C 0.36 1.75 -0.39 -0.173
C -0.18 2.73 -1.44 -1.153
C -0.84 1.08 0.41 -0.939
H 0.96 0.96 -0.94 0.221
H 1.14 2.26 0.19 0.300
H 0.65 2.88 -2.22 0.290
H -1.39 1.94 0.84 0.297
H -1.49 0.64 -0.47 0.184
H -0.57 3.65 -0.99 0.317
H -1.02 2.46 -2.08 0.352
H -0.74 0.27 1.12 0.287
C -0.38 -2.90 0.52 -0.710
C 1.08 -2.43 0.91 -0.855
H -0.97 -3.12 1.46 0.237
H -0.96 -2.22 -0.15 0.233
H -0.18 -4.00 0.05 0.261
H 0.92 -1.49 1.42 0.212
H 1.58 -3.15 1.58 0.328
H 1.85 -2.49 0.16 0.311

Entry 2:
75
Properties=species:S:1:pos:R:3:mulliken_spin:R:1 method="wB97M-V/def2-TZVPD" homo_energy_ev="-8.0705 / -8.1420" gap_ev="8.007 / 8.064" multiplicity=4 lumo_ev="-0.064 / -0.078"
Co -1.06 0.70 0.97 2.749
C 1.06 -4.58 -3.31 -0.001
C 0.40 -3.61 -2.34 0.006
C -0.91 -3.81 -1.89 -0.002
C -1.53 -2.94 -1.02 0.007
C -2.88 -3.29 -0.46 0.005
O -3.10 -3.21 0.73 0.001
C -3.96 -3.78 -1.39 0.002
C -5.02 -4.50 -0.85 0.000
C -6.04 -4.96 -1.66 0.000
C -6.02 -4.69 -3.03 0.000
C -4.98 -3.96 -3.57 0.000
C -3.94 -3.51 -2.76 0.000
C -0.87 -1.76 -0.60 0.023
O -1.52 -0.87 0.08 0.105
C 0.48 -1.58 -0.98 -0.025
C 1.07 -2.51 -1.86 -0.005
C 1.31 -0.47 -0.48 -0.003
N 0.89 0.50 0.27 0.055
C 1.89 1.52 0.72 -0.005
C 1.33 2.47 1.77 0.007
Te 2.76 3.97 2.27 0.002
C 2.79 4.70 0.29 0.000
C 3.89 4.44 -0.53 0.000
C 3.89 4.89 -1.85 0.000
C 2.79 5.59 -2.35 0.000
C 1.70 5.84 -1.53 0.000
C 1.70 5.40 -0.21 0.000
C 2.77 -0.51 -0.86 0.003
C 3.63 -1.37 -0.19 -0.001
C 4.98 -1.40 -0.51 0.000
C 5.47 -0.57 -1.51 0.000
C 4.61 0.28 -2.19 0.000
C 3.26 0.32 -1.86 -0.001
H 0.36 -5.34 -3.64 0.000
H 1.92 -5.08 -2.85 0.000
H 1.43 -4.06 -4.20 0.000
H -1.44 -4.70 -2.21 0.000
H -5.02 -4.69 0.22 0.000
H -6.86 -5.53 -1.23 0.000
H -6.82 -5.05 -3.66 0.000
H -4.96 -3.74 -4.63 0.000
H -3.14 -2.93 -3.19 0.000
H 2.09 -2.35 -2.19 -0.002
H 2.20 2.12 -0.14 -0.003
H 2.79 1.04 1.10 -0.002
H 1.09 1.96 2.70 -0.001
H 0.44 2.99 1.41 0.000
H 4.74 3.88 -0.15 0.000
H 4.74 4.70 -2.49 0.000
H 2.79 5.94 -3.38 0.000
H 0.84 6.38 -1.92 0.000
H 0.84 5.60 0.43 0.000
H 3.23 -2.03 0.58 0.000
H 5.64 -2.07 0.02 0.000
H 6.53 -0.60 -1.76 0.000
H 4.99 0.92 -2.98 0.000
H 2.59 0.98 -2.40 0.000
C -0.61 -0.90 4.47 0.002
C -1.23 0.42 4.18 0.007
N -1.45 0.94 2.99 0.027
C -2.06 2.16 3.17 0.012
C -2.23 2.38 4.49 -0.003
N -1.69 1.28 5.11 0.002
C -2.80 3.47 5.33 -0.002
O -3.41 4.45 4.69 0.000
O -2.70 3.40 6.53 0.000
C -2.36 2.98 1.95 -0.012
O -2.88 4.09 2.09 0.006
O -1.98 2.46 0.85 0.048
H -0.35 -1.38 3.53 -0.002
H -1.30 -1.55 5.01 0.000
H 0.30 -0.79 5.07 0.000
H -1.67 1.18 6.12 0.000
H -3.41 4.29 3.69 0.000